Record 1
A molecular structure, C5H8LiNdO4. Source: the OMol25 dataset; level of theory: the ωB97M-V functional and the def2-TZVPD basis.

As for the net charge: +1. As for the expectation value of S²: 6.004. Its spin multiplicity is 5. Its relative energy (zero: lowest compared OMol25 entry of this formula, charge and spin) is 0.0 kcal per mole. The value obtained for the total energy is -28979.0228 eV. The orbital gap (spin up / spin down) is 6.5 / 6.5 eV.

Last column: Mulliken charge in e.
Element x y z (Å)
Nd -2.0838 2.0514 -1.3313  1.596
O 0.5292 0.5021 -0.9671  -0.353
O 0.4069 -1.7137 -0.7285  -0.318
O -2.1594 1.6536 0.9432  -1.002
O -1.4723 -0.4953 -0.9812  -0.931
C 1.7598 -1.4223 -1.0777  -0.430
C -1.0586 1.2523 1.7509  0.033
C -0.6885 -0.2260 1.5471  -1.325
C 1.6569 -0.0197 -1.6715  -0.336
C -0.2741 -0.5555 -0.5113  0.922
Li -2.9194 -0.0725 0.8084  0.899
H -1.2451 1.5043 2.8114  0.340
H 2.1042 -2.1741 -1.7944  0.293
H -1.0760 -0.9563 2.2756  0.352
H 2.3803 -1.4401 -0.1706  0.284
H 2.5129 0.6245 -1.4459  0.260
H 1.4393 -0.0208 -2.7473  0.291
H -0.1834 1.8757 1.4815  0.144
H 0.3711 -0.3676 1.8088  0.279

---

Record 2
A molecular structure, C5H8MgO5Y. Source: the OMol25 dataset; level of theory: the ωB97M-V functional and the def2-TZVPD basis.

As for the net charge: +2. As for the expectation value of S²: 0.751. Its spin multiplicity is 2. Its relative energy (zero: lowest compared OMol25 entry of this formula, charge and spin) is 137.1 kcal per mole. The value obtained for the total energy is -22018.6771 eV. The orbital gap (spin up / spin down) is 4.6 / 4.4 eV.

Last column: Mulliken charge in e.
Element x y z (Å)
Y 5.6313 -2.1494 0.3793  1.622
Mg 0.5848 1.6143 0.4718  0.926
O 3.3607 -1.1923 -0.0199  -0.504
O -0.9563 0.0438 -0.0772  -0.246
O -0.5371 2.5073 -0.7906  -0.646
O 2.3222 0.7644 -0.1423  -0.566
O 0.8162 -0.0063 1.7189  -0.725
C -0.1752 -0.9797 1.7739  -0.226
C -1.7577 1.9630 -1.1425  -0.283
C -1.6735 0.4387 -1.2676  -0.449
C -0.6615 -1.1593 0.3595  -0.193
C 2.3808 -0.4499 0.1748  0.884
H -2.5519 2.1992 -0.4052  0.291
H 1.2413 -1.2514 -0.1891  0.007
H -2.6405 -0.0794 -1.2721  0.339
H 0.2440 -1.9622 2.0746  0.330
H -1.0575 -0.8351 2.4288  0.405
H -1.0451 0.1431 -2.1184  0.284
H -2.1189 2.3341 -2.1212  0.359
H -1.4059 -1.9430 0.1647  0.392

---

Record 3
A gas-phase ion, C5H8N (charge +1). Source: the OMol25 dataset; level of theory: the ωB97M-V functional and the def2-TZVPD basis.

As for the net charge: +1. Its relative energy (zero: lowest compared OMol25 entry of this formula, charge and spin) is 147.4 kcal per mole. The value obtained for the total energy is -6791.6949 eV. The orbital gap (spin up / spin down) is 6.9 / 9.5 eV.

Last column: Mulliken charge in e.
Element x y z (Å)
N -0.6937 0.2683 0.1939  0.048
C 1.6312 -0.5320 0.1649  -0.039
C -1.9778 0.1515 -0.6215  -0.248
C -2.0605 0.1124 0.8160  -0.224
C 2.1713 0.7094 0.0549  -0.873
C 0.2630 -0.7774 0.2429  -0.211
H -2.3628 -0.7071 1.4811  0.300
H -2.3643 0.8946 -1.2909  0.298
H 2.2093 -1.3546 0.0146  0.411
H -2.1591 -0.6564 -1.2971  0.256
H 1.7726 1.6605 0.3766  0.267
H -0.2605 -1.6249 0.4959  0.476
H -0.2027 1.2327 0.0877  0.270
H 3.1858 1.0309 -0.2777  0.268

---

Record 4
A gas-phase ion, C5H8N (charge +1). Source: the OMol25 dataset; level of theory: the ωB97M-V functional and the def2-TZVPD basis.

As for the net charge: +1. Its structure (SMILES) is [NH3+][C@]12C[C@]13C[C@H]32. Its relative energy (zero: lowest compared OMol25 entry of this formula, charge and spin) is 144.5 kcal per mole. The value obtained for the total energy is -6791.8210 eV. The orbital gap is 9.2 eV.

Last column: Mulliken charge in e.
Element x y z (Å)
N 1.3443 0.4179 -0.0972  -0.301
C -1.1344 0.1642 -0.9368  -0.263
C 0.2658 -0.4973 -0.8016  -0.031
C -1.3185 0.8189 0.3994  -0.689
C -1.1657 -0.6824 0.2899  0.282
C -0.1506 -1.6510 0.0547  -0.533
H 1.1981 0.4084 0.9279  0.359
H 2.1619 -0.0243 -0.2463  0.332
H 0.4514 -2.2484 0.7490  0.310
H -2.2938 1.0037 0.6876  0.267
H -0.6174 1.5080 0.8235  0.211
H -0.2662 -2.4406 -0.6474  0.246
H 1.4367 1.3287 -0.4964  0.311
H -1.6197 0.2616 -1.7975  0.499

---

Record 5
2 unconnected molecules or ions with the total composition C5H8N. Source: the OMol25 dataset; level of theory: the ωB97M-V functional and the def2-TZVPD basis.

As for the net charge: +1. Its relative energy (zero: lowest compared OMol25 entry of this formula, charge and spin) is 127.4 kcal per mole. The value obtained for the total energy is -6792.5632 eV. The orbital gap (spin up / spin down) is 9.1 / 9.1 eV.

Last column: Mulliken charge in e.
Element x y z (Å)
N -1.1041 -1.1761 -1.5194  -0.675
C 0.0713 0.7307 -0.3816  0.034
C -0.3661 0.1423 2.1582  -1.103
C 1.5504 0.6060 0.4013  -0.265
C 0.2834 0.5378 0.9347  0.784
C 1.3807 1.0219 -1.0589  -0.069
H -1.2636 -1.9198 -0.8820  0.259
H 1.5556 2.0994 -1.3152  0.280
H -0.3618 -1.5095 -2.0748  0.263
H -0.6384 1.0157 2.7531  0.300
H -1.9410 -0.9281 -1.9583  0.232
H 0.2618 -0.3567 2.7391  0.422
H -1.1925 -0.5229 1.8547  0.291
H 1.7644 0.2594 -1.6509  0.246

---

Record 6
A gas-phase ion, C5H8N (charge +1). Source: the OMol25 dataset; level of theory: the ωB97M-V functional and the def2-TZVPD basis.

As for the net charge: +1. Its relative energy (zero: lowest compared OMol25 entry of this formula, charge and spin) is 104.7 kcal per mole. The value obtained for the total energy is -6793.5467 eV. The orbital gap is 9.3 eV.

Last column: Mulliken charge in e.
Element x y z (Å)
N -2.3305 -0.0899 0.7225  -0.503
C -0.7418 1.0887 -1.0392  -0.396
C 1.1766 -0.1468 0.3905  0.395
C -2.0650 0.2150 -0.4841  -0.085
C 0.3503 0.5504 -0.3626  -0.133
C 2.5867 -0.6935 0.7220  -0.845
H -3.2818 -0.4347 0.7743  0.297
H -0.7555 0.7791 -2.0552  0.294
H -1.1087 2.0917 -0.8530  0.334
H 3.4268 -0.0599 0.7728  0.342
H 2.3069 -1.1853 1.6728  0.289
H 2.8191 -1.5736 0.0724  0.295
H 0.3329 -0.5139 1.0200  0.347
H -2.7161 -0.0274 -1.3534  0.369

---

Record 7
A gas-phase ion, C5H8N (charge +1). Source: the OMol25 dataset; level of theory: the ωB97M-V functional and the def2-TZVPD basis.

As for the net charge: +1. Its relative energy (zero: lowest compared OMol25 entry of this formula, charge and spin) is 101.4 kcal per mole. The value obtained for the total energy is -6793.6911 eV. The orbital gap (spin up / spin down) is 6.9 / 6.9 eV.

Last column: Mulliken charge in e.
Element x y z (Å)
N 1.8639 -0.2190 1.3412  -0.481
C -1.2378 0.3414 -2.5586  -0.506
C 0.6860 -0.8833 0.9414  -0.197
C -0.4058 0.1428 1.0331  -0.025
C -1.4486 0.2547 -1.2912  0.147
C -1.2328 0.6222 -0.0058  -0.265
H -1.9159 1.4658 0.2648  0.350
H 2.1650 0.5829 0.8114  0.188
H 0.5586 -1.7300 1.6885  0.307
H -1.6602 -0.1605 -3.4173  0.316
H 2.5050 -0.8312 1.9032  0.233
H -0.4100 1.0374 -2.6381  0.261
H -0.2760 0.8481 1.9541  0.358
H 0.8087 -1.4713 -0.0267  0.314

---

Record 8
A molecular structure, C5H8N. Source: the OMol25 dataset; level of theory: the ωB97M-V functional and the def2-TZVPD basis.

As for the net charge: +1. Its relative energy (zero: lowest compared OMol25 entry of this formula, charge and spin) is 67.0 kcal per mole. The value obtained for the total energy is -6795.1830 eV. The orbital gap is 9.9 eV.

Last column: Mulliken charge in e.
Element x y z (Å)
N -0.4750 0.2324 0.0367  0.155
C -0.1340 1.4585 0.1294  -0.128
C 0.9385 -0.1320 -0.0876  0.393
C -1.7806 -0.3524 0.1044  -0.761
C 1.3492 1.2713 0.0999  -0.475
C 1.3097 -1.4065 -0.3161  -0.811
H 0.5683 -2.1617 -0.6947  0.263
H 2.3398 -1.7252 -0.0504  0.267
H 2.1550 1.7108 -0.5020  0.366
H -0.8451 2.2613 0.3274  0.448
H -2.4637 0.1796 0.7362  0.355
H -2.1536 -0.4547 -0.9702  0.321
H -1.7060 -1.4278 0.5654  0.302
H 1.6776 1.5716 1.0357  0.306

---

Record 9
A gas-phase ion, C5H8N (charge +1). Source: the OMol25 dataset; level of theory: the ωB97M-V functional and the def2-TZVPD basis.

As for the net charge: +1. Its relative energy (zero: lowest compared OMol25 entry of this formula, charge and spin) is 157.0 kcal per mole. The value obtained for the total energy is -6791.2794 eV. The orbital gap is 7.8 eV.

Last column: Mulliken charge in e.
Element x y z (Å)
N 0.6475 0.0085 0.7848  -0.350
C -0.2164 -1.0122 -1.5054  -0.621
C -0.5923 -0.2584 -0.3527  -0.191
C 0.9862 -0.9301 1.9168  -0.792
C -0.7267 0.2168 -1.7767  0.765
C -1.1851 1.3240 -2.3346  -0.528
H 0.8066 -2.0258 1.5822  0.307
H -1.0322 2.2971 -1.8932  0.256
H 1.6319 0.1976 0.3245  0.437
H 0.4570 -0.8885 2.9105  0.318
H -1.4955 -0.4637 0.2739  0.349
H 0.5395 0.9359 1.1084  0.367
H 1.9584 -0.7417 2.1364  0.371
H -1.7790 1.3405 -3.1749  0.312

---

Record 10
A gas-phase ion, C5H8N (charge +1). Source: the OMol25 dataset; level of theory: the ωB97M-V functional and the def2-TZVPD basis.

As for the net charge: +1. Its structure (SMILES) is CC=C=C1C[NH2+]1. Its relative energy (zero: lowest compared OMol25 entry of this formula, charge and spin) is 172.1 kcal per mole. The value obtained for the total energy is -6790.6256 eV. The orbital gap is 9.1 eV.

Last column: Mulliken charge in e.
Element x y z (Å)
N 2.2586 -0.2861 -0.0730  -0.203
C 0.1320 0.4974 1.2113  -0.341
C -2.1869 -0.0917 0.3142  -0.994
C -0.9471 0.6434 0.4310  0.019
C 1.0100 -0.1916 -0.7838  -0.476
C 1.0617 -0.2362 0.6283  0.300
H -2.7038 0.0996 -0.7002  0.323
H -1.0658 1.6545 0.2648  0.464
H 0.8237 -1.1927 -1.4212  0.247
H -2.7815 0.3139 1.1093  0.331
H 2.7605 -1.2031 -0.0393  0.353
H 0.6292 0.6045 -1.3076  0.295
H 2.9878 0.5359 -0.1597  0.360
H -1.9784 -1.1479 0.5258  0.324

---

Record 11
A gas-phase ion, C5H8N (charge +1). Source: the OMol25 dataset; level of theory: the ωB97M-V functional and the def2-TZVPD basis.

As for the net charge: +1. Its structure (SMILES) is C[C@H]1[C@]23C[N@@+]12C3. Its relative energy (zero: lowest compared OMol25 entry of this formula, charge and spin) is 117.4 kcal per mole. The value obtained for the total energy is -6792.9970 eV. The orbital gap is 12.6 eV.

Last column: Mulliken charge in e.
Element x y z (Å)
N 0.7080 0.3179 -0.6363  -0.136
C 0.8339 -0.1855 0.7829  0.028
C -1.6371 -0.0649 0.1192  -1.239
C -0.3532 0.6733 0.3168  0.321
C 0.7408 -1.1564 -0.4174  -0.224
C 1.8659 0.6751 0.1224  -0.164
H 2.1322 1.6873 0.6513  0.248
H 2.6357 0.1050 -0.1907  0.281
H -1.9938 -0.6768 1.0212  0.297
H -1.4267 -0.7585 -0.6897  0.317
H 1.7575 -1.4671 -0.6740  0.213
H 0.0689 -1.9311 -0.5966  0.235
H -2.5868 0.5728 -0.0596  0.346
H -0.4505 1.6742 0.6037  0.478

---

Record 12
A molecular structure, C5H8N. Source: the OMol25 dataset; level of theory: the ωB97M-V functional and the def2-TZVPD basis.

As for the net charge: +1. Its relative energy (zero: lowest compared OMol25 entry of this formula, charge and spin) is 122.6 kcal per mole. The value obtained for the total energy is -6792.7714 eV. The orbital gap (spin up / spin down) is 8.8 / 8.8 eV.

Last column: Mulliken charge in e.
Element x y z (Å)
N 0.3966 0.7101 -0.0916  0.363
C 1.8107 0.8582 -0.0512  -0.790
C -0.3858 -0.3602 -0.3156  0.224
C -0.6175 1.3559 0.4751  -0.206
C -1.8106 0.8831 -0.1664  -0.204
C -0.3135 -1.7232 0.1657  -1.081
H -1.9754 1.1196 -1.2104  0.311
H -0.6675 -2.4167 -0.6036  0.334
H -0.9786 -1.8527 1.0236  0.334
H 2.1027 1.7726 -0.5755  0.337
H -2.7001 0.6831 0.4185  0.314
H 2.2855 -0.0036 -0.5185  0.344
H 2.1479 0.9527 0.9844  0.347
H 0.7058 -1.9788 0.4654  0.372

---

Look up the net charge of the eighth one. +1